Density functional theory data (wB97M-V/def2-TZVPD) for a cluster of 2 separate species, C3H9NO3 in total.

The geometry in XYZ format:
```
16
C3H9NO3 wB97M-V/def2-TZVPD
N -0.4578 -1.0856 -0.4543
C -0.6678 -0.3919 0.8170
C -1.7793 0.6273 0.6077
O -1.6030 1.7844 0.3422
C 0.6303 0.2774 1.2880
O 1.7847 -0.3564 0.7123
H -1.0522 -1.8943 -0.5701
H 0.4989 -1.4161 -0.5125
H -1.0905 -1.1172 1.5303
H -2.8160 0.2328 0.5694
H 0.6039 1.3163 0.9648
H 0.6984 0.1835 2.3665
H 2.3287 -0.6543 1.4431
O 1.4669 -0.4499 -2.8511
H 0.6491 -0.2595 -2.3757
H 2.1890 -0.2453 -2.2552
```

Properties
energy above the lowest of the compared OMol25 structures with the same formula, charge and spin	1.990	eV
lowest unoccupied orbital energy	0.4	eV
highest occupied orbital energy	-9.63	eV
molar mass	107.11	g mol⁻¹
gap between HOMO and LUMO	0.37012	Ha
E_tot	-400.1484	Ha

Atomic partial charges in e from the natural (NBO) method, atoms 1 to 8: N -0.8532; C -0.1795; C 0.4468; O -0.5051; C -0.0814; O -0.7342; H 0.3691; H 0.3985

***

Density functional theory data (wB97M-V/def2-TZVPD) for the ion C3H9NOS with charge -1.

The geometry in XYZ format:
```
15
C3H9NOS wB97M-V/def2-TZVPD
C 0.1482 0.7954 0.5396
C -1.1190 0.2990 -0.0775
S -2.1869 1.8905 -0.2993
N 1.2133 0.2769 -0.2678
C 1.2378 -1.1671 -0.5449
O 0.8934 -2.1509 0.4977
H 0.2553 1.8447 0.1716
H 0.2662 0.8000 1.7575
H -1.7526 -0.3268 0.3791
H -0.7568 0.1543 -1.0652
H -3.1251 1.8569 0.8366
H 2.1130 0.6790 -0.1186
H 0.5541 -1.3601 -1.3730
H 2.3079 -1.3901 -0.8753
H -0.0489 -2.2017 0.4396
```

Properties
spin multiplicity	2
energy above the lowest of the compared OMol25 structures with the same formula, charge and spin	3.084	eV
lowest unoccupied orbital energy (spin up / spin down)	3.3 / 3.7	eV
total charge	-1
highest occupied orbital energy (spin up / spin down)	1.05 / -5.06	eV
molar mass	107.18	g mol⁻¹
gap between HOMO and LUMO (spin up / spin down)	0.08169 / 0.32141	Ha
E_tot	-647.7588	Ha

Atomic partial charges in e from the natural (NBO) method, atoms 1 to 8: C -0.2376; C -0.5785; S -0.7012; N -0.6735; C -0.0333; O -0.8008; H 0.2050; H 0.1673

***

Density functional theory data (wB97M-V/def2-TZVPD) for an isolated molecule of C3H9NOS.

The geometry in XYZ format:
```
15
C3H9NOS wB97M-V/def2-TZVPD
O 1.4377 -1.7863 1.4853
C 0.0921 -1.6340 1.0393
N 0.0430 -0.9484 -0.2114
C 0.2162 0.4909 -0.1434
C -0.5951 1.1614 -1.2355
S -0.1463 2.9318 -1.3941
H 1.4534 -1.8045 2.4478
H -0.5326 -1.0999 1.7594
H -0.3694 -2.6100 0.9052
H 0.6856 -1.4095 -0.8421
H 1.2579 0.8160 -0.1022
H -0.2256 0.7999 0.7926
H -1.6417 0.8908 -1.1195
H -0.3118 0.7581 -2.2128
H -1.3633 3.4437 -1.1686
```

Properties
energy above the lowest of the compared OMol25 structures with the same formula, charge and spin	1.022	eV
lowest unoccupied orbital energy	0.9	eV
highest occupied orbital energy	-9.04	eV
molar mass	107.18	g mol⁻¹
gap between HOMO and LUMO	0.36489	Ha
E_tot	-647.8605	Ha

Atomic partial charges in e from the natural (NBO) method, atoms 1 to 8: O -0.7435; C 0.0947; N -0.6361; C -0.2329; C -0.5108; S -0.0611; H 0.4709; H 0.1525

***

Density functional theory data (wB97M-V/def2-TZVPD) for a cluster of 2 separate species, C3H9NOS in total.

The geometry in XYZ format:
```
15
C3H9NOS wB97M-V/def2-TZVPD
N -0.8104 -0.1321 0.4144
C -0.9500 0.8502 -0.6896
C -2.2637 1.6271 -0.7731
O -3.2342 1.2834 -0.0881
H -1.0853 0.3955 1.2701
H -1.5759 -0.7901 0.3179
H -0.5902 0.3607 -1.6025
H -0.1144 1.5204 -0.4515
H -2.2350 2.5152 -1.4149
C 2.7516 -1.2521 1.3616
S 1.9175 -1.0059 -0.3158
H 1.9679 -1.3351 2.1084
H 3.3658 -2.1608 1.2945
H 3.3225 -0.3383 1.5627
H 0.5831 -0.7660 0.3779
```

Properties
energy above the lowest of the compared OMol25 structures with the same formula, charge and spin	1.951	eV
lowest unoccupied orbital energy	0.5	eV
highest occupied orbital energy	-8.05	eV
molar mass	107.18	g mol⁻¹
gap between HOMO and LUMO	0.31368	Ha
E_tot	-647.8264	Ha

Atomic partial charges in e from the natural (NBO) method, atoms 1 to 8: N -0.7777; C -0.3577; C 0.4169; O -0.5197; H 0.3786; H 0.3812; H 0.2414; H 0.2331

***

Density functional theory data (wB97M-V/def2-TZVPD) for a cluster of 2 separate species, C3H9NOS2 in total.

The geometry in XYZ format:
```
16
C3H9NOS2 wB97M-V/def2-TZVPD
C -1.5151 2.0018 1.2931
C -1.4710 0.6745 0.5229
S -1.2008 0.7545 -1.2674
S -2.0089 -1.1114 -1.7807
H -2.2775 2.6974 0.8918
H -0.5321 2.5564 1.1703
H -1.7671 1.8532 2.3592
H -2.4605 0.1496 0.6043
H -0.7032 -0.0180 0.9851
H -0.8939 -1.8427 -1.5844
N 3.0770 -1.4149 -0.2213
C 1.9206 -1.1795 -0.8789
O 1.1584 -2.0327 -1.3118
H 3.6757 -0.6260 0.1437
H 3.3210 -2.3672 -0.0092
H 1.6774 -0.0951 -0.9167
```

Properties
energy above the lowest of the compared OMol25 structures with the same formula, charge and spin	0.214	eV
lowest unoccupied orbital energy	0.6	eV
highest occupied orbital energy	-8.80	eV
molar mass	139.25	g mol⁻¹
gap between HOMO and LUMO	0.34431	Ha
E_tot	-1046.0778	Ha

Atomic partial charges in e from the natural (NBO) method, atoms 1 to 8: C -0.6252; C -0.5495; S 0.0776; S -0.1632; H 0.2150; H 0.2049; H 0.2233; H 0.2274

***

Density functional theory data (wB97M-V/def2-TZVPD) for an isolated molecule of C3H9NOS2.

The geometry in XYZ format:
```
16
C3H9NOS2 wB97M-V/def2-TZVPD
N -0.5832 0.9611 1.1332
C -1.0240 0.3328 -0.2287
C -2.4929 -0.1814 -0.1125
O -3.4033 0.9455 -0.4292
C -0.1099 -0.7706 -0.7950
S 1.5383 -0.2347 -0.9683
S 2.3140 -0.3456 1.0483
H -0.1355 1.8807 1.0627
H -0.4072 0.6013 2.1024
H -1.1355 1.1384 -1.0806
H -2.5698 -0.6419 0.9036
H -2.7494 -0.8266 -0.8921
H -4.1952 0.7653 0.1348
H -0.0904 -1.8044 -0.2727
H -0.3473 -0.9616 -1.7949
H 3.0625 -1.4434 0.8751
```

Properties
energy above the lowest of the compared OMol25 structures with the same formula, charge and spin	2.003	eV
lowest unoccupied orbital energy	0.4	eV
highest occupied orbital energy	-8.85	eV
molar mass	139.25	g mol⁻¹
gap between HOMO and LUMO	0.33831	Ha
E_tot	-1046.0120	Ha

Atomic partial charges in e from the natural (NBO) method, atoms 1 to 8: N -0.9330; C -0.0574; C -0.0840; O -0.7292; C -0.5989; S 0.1412; S -0.1568; H 0.3794

***

Density functional theory data (wB97M-V/def2-TZVPD) for a structure of composition C3H9NOSTa.

The geometry in XYZ format:
```
16
C3H9NOSTa wB97M-V/def2-TZVPD
C -1.9952 0.9036 -0.0040
C -1.5221 -0.5369 -0.1183
O -0.2049 -0.5418 -0.6603
Ta 1.3755 -0.6463 0.6661
N 2.6870 -0.2783 -1.0840
C 2.1703 0.5712 -1.7217
S 1.6032 1.8364 -2.5072
H -3.0651 0.9618 -0.1666
H -1.7256 1.3050 0.9606
H -1.4809 1.4617 -0.7704
H -2.1640 -1.0939 -0.7965
H -1.5721 -1.0368 0.8407
H 1.4747 1.1980 0.9646
H 0.2223 -0.7367 2.0991
H 1.4072 -2.4942 0.4772
H 2.7896 -0.8727 1.8208
```

Properties
lowest unoccupied orbital energy	3.1	eV
total charge	-1
highest occupied orbital energy	-5.09	eV
molar mass	288.13	g mol⁻¹
gap between HOMO and LUMO	0.30200	Ha
E_tot	-704.8381	Ha

Atomic partial charges in e from the natural (NBO) method, atoms 1 to 8: C -0.6367; C -0.0609; O -0.8423; Ta 1.9991; N -0.7255; C 0.1869; S -0.1726; H 0.1887

***

Density functional theory data (wB97M-V/def2-TZVPD) for an isolated molecule of C3H9NS.

The geometry in XYZ format:
```
14
C3H9NS wB97M-V/def2-TZVPD
C -1.9257 2.1597 0.3950
N -1.1947 1.2733 -0.5393
C -0.2234 0.4577 0.1416
C 0.3819 -0.6810 -0.6946
S 1.5081 -1.6072 0.3446
H -2.1827 1.5097 1.2243
H -1.3192 3.0021 0.7296
H -2.8149 2.5265 -0.1057
H -0.7288 1.8834 -1.2166
H -0.7651 -0.0397 0.9581
H 0.5895 0.9862 0.6711
H 0.8129 -0.2634 -1.6027
H -0.4734 -1.2923 -0.9833
H 1.6328 -2.6967 -0.4245
```

Properties
energy above the lowest of the compared OMol25 structures with the same formula, charge and spin	0.595	eV
lowest unoccupied orbital energy	1.0	eV
highest occupied orbital energy	-9.01	eV
molar mass	91.18	g mol⁻¹
gap between HOMO and LUMO	0.36855	Ha
E_tot	-572.6182	Ha

Atomic partial charges in e from the natural (NBO) method, atoms 1 to 8: C -0.4090; N -0.6154; C -0.2239; C -0.5296; S -0.0347; H 0.1936; H 0.1717; H 0.2009

***

Density functional theory data (wB97M-V/def2-TZVPD) for a structure of composition C3H9NS.

The geometry in XYZ format:
```
14
C3H9NS wB97M-V/def2-TZVPD
C -1.6742 -1.8828 0.7647
C 0.0842 0.0263 -0.2393
C 0.7870 1.2347 -0.9059
H -1.6020 -2.0277 -0.6224
H -0.9474 -2.7208 1.4304
H -3.2902 -2.0126 0.8048
H 0.7549 -0.7883 0.2548
H -0.3766 -0.6012 -1.1663
H 1.7933 0.7287 -1.5209
H 0.4695 2.2810 -1.3907
H 2.4849 1.5604 0.4414
H 0.8476 2.3797 0.8866
N 1.6444 1.8883 0.1744
S -0.9755 -0.0658 1.0882
```

Properties
energy above the lowest of the compared OMol25 structures with the same formula, charge and spin	7.744	eV
lowest unoccupied orbital energy	0.3	eV
highest occupied orbital energy	-8.31	eV
molar mass	91.18	g mol⁻¹
gap between HOMO and LUMO	0.31704	Ha
E_tot	-572.3555	Ha

Atomic partial charges in e from the natural (NBO) method, atoms 1 to 8: C -0.7991; C -0.6400; C -0.2476; H 0.2327; H 0.2554; H 0.2485; H 0.2318; H 0.2164

***

Density functional theory data (wB97M-V/def2-TZVPD) for a cluster of 2 separate species, C3H9NS in total.

The geometry in XYZ format:
```
14
C3H9NS wB97M-V/def2-TZVPD
C 0.4989 1.5678 -1.5330
C -0.2733 1.4432 -0.2616
C -0.6560 0.2938 0.2846
N -0.1062 -0.9815 -0.0023
H 0.4974 0.6459 -2.1058
H 0.0569 2.3317 -2.1695
H 1.5438 1.8506 -1.3834
H -0.5533 2.3437 0.2698
H -1.3163 0.3162 1.1416
H -0.8246 -1.6393 -0.2968
H 0.5863 -0.9806 -0.7372
S 0.5412 -2.9181 2.2155
H -0.1908 -2.4755 3.2466
H 0.1958 -1.7978 1.3316
```

Properties
energy above the lowest of the compared OMol25 structures with the same formula, charge and spin	1.089	eV
lowest unoccupied orbital energy	0.8	eV
highest occupied orbital energy	-8.72	eV
molar mass	91.18	g mol⁻¹
gap between HOMO and LUMO	0.34825	Ha
E_tot	-572.6001	Ha

Atomic partial charges in e from the natural (NBO) method, atoms 1 to 8: C -0.6530; C -0.2284; C -0.0262; N -0.8137; H 0.2004; H 0.2255; H 0.2207; H 0.2094

***

Density functional theory data (wB97M-V/def2-TZVPD) for a cluster of 2 separate species, C3H9NS in total.

The geometry in XYZ format:
```
14
C3H9NS wB97M-V/def2-TZVPD
C 1.1258 -2.4984 -1.3881
N 1.2723 -1.5341 -0.5901
H 1.7971 -3.3652 -1.4087
H 0.3959 -2.4021 -2.1908
H 2.2184 -1.3108 -0.2921
C -0.4435 1.1365 1.5858
C -1.3587 1.2924 0.3765
S -0.6791 1.9167 -1.1530
H 0.3501 0.4313 1.3184
H 0.1523 2.0423 1.7253
H -1.0242 0.8632 2.4604
H -1.9760 0.4048 0.2352
H -2.0861 2.0458 0.7000
H 0.2558 0.9776 -1.3787
```

Properties
energy above the lowest of the compared OMol25 structures with the same formula, charge and spin	1.637	eV
lowest unoccupied orbital energy	1.0	eV
highest occupied orbital energy	-8.74	eV
molar mass	91.18	g mol⁻¹
gap between HOMO and LUMO	0.35688	Ha
E_tot	-572.5799	Ha

Atomic partial charges in e from the natural (NBO) method, atoms 1 to 8: C -0.0092; N -0.6488; H 0.1393; H 0.1663; H 0.3571; C -0.6170; C -0.5301; S -0.0451

***

Density functional theory data (wB97M-V/def2-TZVPD) for a cluster of 2 separate species, C3H9NS in total.

The geometry in XYZ format:
```
14
C3H9NS wB97M-V/def2-TZVPD
C 0.2647 1.4102 1.8266
C -0.1282 0.3406 0.7748
C 0.4861 0.5884 -0.6869
S -0.2224 -0.6771 -1.8049
N -0.0375 -1.0412 1.4877
H 0.1281 2.4416 1.3691
H -0.4146 1.2498 2.6761
H 1.3785 1.3468 2.1145
H -1.1743 0.3939 0.6341
H 1.6188 0.4008 -0.7527
H 0.2746 1.6006 -1.0463
H -2.0338 -0.1722 -0.8339
H -0.4500 -1.7531 0.8424
H 0.7580 -1.4207 1.9741
```

Properties
energy above the lowest of the compared OMol25 structures with the same formula, charge and spin	3.527	eV
lowest unoccupied orbital energy	-1.2	eV
highest occupied orbital energy	-9.15	eV
molar mass	91.18	g mol⁻¹
gap between HOMO and LUMO	0.29158	Ha
E_tot	-572.5105	Ha

Atomic partial charges in e from the natural (NBO) method, atoms 1 to 8: C -0.6249; C -0.0245; C -0.5689; S 0.0075; N -0.8846; H 0.2074; H 0.2309; H 0.2092